Entry 1:
Density functional theory data (wB97M-V/def2-TZVPD) for a molecular structure, C17H11CoF10N2O10S3.

Geometry as ORCA input:
```
! wB97M-V def2-TZVPD RIJCOSX def2/J DEFGRID3
* xyz 0 1
Co -0.036 0.006 -0.502
F 4.608 -1.733 1.131
C 3.811 -0.902 0.474
F 3.244 -0.063 1.340
F 4.525 -0.198 -0.400
S 2.517 -1.852 -0.432
O 1.695 -0.791 -1.027
O 3.224 -2.679 -1.341
N 1.777 -2.674 0.667
S 0.478 -2.253 1.435
O -0.560 -3.216 1.370
O 0.123 -0.834 1.220
C 1.038 -2.218 3.190
F 2.062 -1.385 3.339
F 0.029 -1.815 3.950
F 1.408 -3.438 3.549
C -2.462 6.758 -0.612
C -1.078 6.668 0.007
C -0.098 7.602 -0.685
C 1.243 7.575 0.024
C 1.747 6.163 0.137
C 3.091 5.904 0.267
C 3.556 4.594 0.349
F 4.877 4.402 0.476
C 2.716 3.522 0.288
C 1.341 3.763 0.156
C 0.432 2.637 0.068
O 0.932 1.467 0.095
C -0.935 2.921 -0.037
C -1.342 4.233 -0.071
N -0.526 5.283 -0.029
C 0.850 5.075 0.091
C -2.025 1.886 -0.012
O -3.179 2.251 0.068
O -1.675 0.632 -0.011
H -2.740 7.810 -0.664
H -3.229 6.253 -0.028
H -2.466 6.355 -1.626
H -1.136 6.949 1.064
H -0.516 8.608 -0.678
H 0.011 7.297 -1.730
H 1.135 8.007 1.024
H 1.979 8.182 -0.503
H 3.805 6.716 0.296
H 3.086 2.508 0.335
H -2.405 4.411 -0.124
F -0.587 -2.570 -4.282
C -0.059 -1.380 -4.023
F -0.112 -0.625 -5.117
F 1.199 -1.525 -3.654
S -1.080 -0.574 -2.711
O -2.349 -0.389 -3.304
O -0.308 0.651 -2.303
O -0.957 -1.437 -1.508
*
```

## Properties
ΔE to the lowest compared entry with this formula, charge and spin in kcal per mole: 0.0
Maximum force in eV/Å: 0.14
LUMO energy in Ha: -0.0478

***

Entry 2:
Density functional theory data (wB97M-V/def2-TZVPD) for a molecular structure, C17H11F10N3O4SeTc.

Geometry as ORCA input:
```
! wB97M-V def2-TZVPD RIJCOSX def2/J DEFGRID3
* xyz 0 2
Tc -0.036 0.814 0.001
C 0.623 -2.256 0.308
N 0.298 -1.255 -0.728
C 1.457 -1.063 -1.624
C 2.544 -0.346 -0.828
N 1.894 0.368 0.276
C 2.650 1.153 1.143
C 2.012 1.601 2.294
F 0.770 1.100 2.553
C 2.552 2.514 3.164
F 1.858 2.937 4.221
C 3.830 2.985 2.936
F 4.375 3.884 3.753
C 4.536 2.489 1.860
F 5.790 2.888 1.655
C 3.961 1.581 0.988
F 4.732 1.128 -0.009
C -0.905 -1.669 -1.468
C -2.076 -1.393 -0.558
N -1.836 -0.063 0.021
C -2.969 0.599 0.538
C -3.176 1.953 0.279
F -2.287 2.595 -0.484
C -4.291 2.639 0.711
F -4.447 3.924 0.419
C -5.270 1.970 1.421
F -6.360 2.610 1.821
C -5.105 0.628 1.697
F -6.037 -0.028 2.383
C -3.973 -0.035 1.266
F -3.846 -1.327 1.599
H 0.850 -3.218 -0.160
H -0.218 -2.372 0.989
H 1.480 -1.920 0.884
H 1.136 -0.436 -2.452
H 1.811 -2.023 -2.013
H 3.061 0.353 -1.486
H 3.280 -1.049 -0.433
H -0.847 -2.719 -1.764
H -0.988 -1.045 -2.359
H -2.175 -2.156 0.211
H -3.004 -1.382 -1.131
O 0.227 4.535 -1.643
Se 0.883 3.143 -1.239
O 0.246 1.765 -1.972
O 0.320 2.618 0.351
O 2.482 3.071 -1.156
*
```

## Properties
ΔE to the lowest compared entry with this formula, charge and spin in kcal per mole: 19.0
Maximum force in eV/Å: 2.52
LUMO energy (alpha / beta) in Ha: -0.0519 / -0.0644

***

Entry 3:
Density functional theory data (wB97M-V/def2-TZVPD) for C17H11F3N6O3 in the gas phase.

Geometry as ORCA input:
```
! wB97M-V def2-TZVPD RIJCOSX def2/J DEFGRID3
* xyz 0 1
O -1.447 2.212 1.810
C -1.370 1.486 0.870
N -1.059 0.258 1.147
C -0.675 -0.426 -0.053
C -0.751 0.499 -0.962
C -0.526 0.215 -2.364
O -0.447 1.026 -3.259
N -0.089 -1.018 -2.588
C -0.026 -2.023 -1.657
O 0.121 -3.148 -2.142
N -0.399 -1.740 -0.343
C -0.205 -2.738 0.676
C 0.992 -3.519 0.753
C 1.084 -4.548 1.689
C -0.055 -4.804 2.498
C -1.213 -4.080 2.398
C -1.302 -3.024 1.487
C -1.271 1.866 -0.617
N -0.442 3.125 -0.980
C 0.802 3.290 -0.465
N 1.517 4.151 -1.070
C 2.814 4.210 -0.697
C 3.280 3.535 0.383
C 2.473 2.627 0.885
N 1.259 2.441 0.493
C -2.788 2.123 -1.059
F -2.779 2.447 -2.391
F -3.413 3.072 -0.266
F -3.661 0.995 -1.020
H -0.807 -0.051 2.090
H 0.638 -1.173 -3.261
H 1.760 -3.293 -0.045
H 1.921 -5.321 1.651
H 0.019 -5.649 3.166
H -1.969 -4.438 2.920
H -2.184 -2.430 1.354
H -0.512 3.518 -1.904
H 3.400 4.900 -1.215
H 4.350 3.535 0.682
H 2.964 1.894 1.407
*
```

## Properties
ΔE to the lowest compared entry with this formula, charge and spin in kcal per mole: 55.5
Structure (SMILES): O=C1Nc2c(c(=O)[nH]c(=O)n2-c2ccccc2)[C@@]1(Nc1ncccn1)C(F)(F)F
Maximum force in eV/Å: 7.36
LUMO energy in Ha: 0.0040

***

Entry 4:
Density functional theory data (wB97M-V/def2-TZVPD) for a molecular structure, C17H12AuF2N5.

Geometry as ORCA input:
```
! wB97M-V def2-TZVPD RIJCOSX def2/J DEFGRID3
* xyz 2 1
Au -0.062 -0.077 0.118
N -3.115 0.285 3.162
C -2.469 1.399 3.652
C -1.407 1.607 2.832
N -1.407 0.640 1.847
C -2.446 -0.143 2.084
C -2.688 -1.286 1.211
N -1.863 -1.513 0.203
C -2.310 -2.658 -0.424
C -3.422 -3.103 0.214
N -3.646 -2.221 1.249
H -3.944 -0.121 3.569
H -2.817 1.933 4.519
H -0.663 2.383 2.873
H -1.817 -3.068 -1.288
H -4.062 -3.948 0.029
H -4.404 -2.295 1.909
F 4.396 -2.231 1.703
C 3.817 -1.438 0.825
C 2.437 -1.235 0.942
C 1.901 -0.408 0.007
C 2.575 0.233 -1.020
C 3.942 -0.018 -1.070
F 4.661 0.558 -2.024
C 4.578 -0.845 -0.163
C 1.749 1.057 -1.871
C 2.100 1.821 -2.968
C 1.118 2.538 -3.634
C -0.203 2.488 -3.202
C -0.509 1.716 -2.105
N 0.448 1.028 -1.471
H 1.879 -1.722 1.735
H 5.643 -1.020 -0.229
H 3.126 1.856 -3.299
H 1.385 3.138 -4.494
H -0.988 3.037 -3.702
H -1.518 1.635 -1.720
*
```

## Properties
ΔE to the lowest compared entry with this formula, charge and spin in kcal per mole: 41.8
Maximum force in eV/Å: 0.53
LUMO energy in Ha: -0.3263

***

Entry 5:
Density functional theory data (wB97M-V/def2-TZVPD) for a molecular structure, C17H12BrCoIN2O2S.

Geometry as ORCA input:
```
! wB97M-V def2-TZVPD RIJCOSX def2/J DEFGRID3
* xyz 1 1
Co -0.365 -0.338 -0.279
S 1.721 -0.225 0.451
C 1.905 -1.034 -1.088
C 3.021 -1.499 -1.771
C 2.809 -2.069 -3.013
C 1.522 -2.158 -3.549
C 0.460 -1.675 -2.818
N 0.679 -1.149 -1.610
H 4.008 -1.402 -1.343
H 3.652 -2.440 -3.580
H 1.350 -2.583 -4.527
H -0.560 -1.681 -3.177
I -1.576 0.475 1.943
C -1.299 -1.599 1.920
C -1.676 -2.498 2.891
C -1.375 -3.834 2.659
C -0.723 -4.202 1.491
C -0.383 -3.227 0.574
N -0.677 -1.942 0.792
H -2.179 -2.171 3.789
H -1.648 -4.582 3.391
H -0.477 -5.235 1.290
H 0.131 -3.457 -0.349
Br 0.875 6.062 2.823
C 0.133 4.834 1.600
C -1.247 4.732 1.489
C -1.785 3.827 0.589
C -0.949 3.014 -0.175
C 0.432 3.139 -0.061
C 0.978 4.055 0.821
C -1.591 2.011 -1.078
O -2.726 2.102 -1.462
O -0.824 0.955 -1.421
H -1.887 5.361 2.091
H -2.857 3.742 0.463
H 1.080 2.526 -0.672
H 2.050 4.167 0.907
*
```

## Properties
ΔE to the lowest compared entry with this formula, charge and spin in kcal per mole: 0.0
Maximum force in eV/Å: 0.12
LUMO energy (alpha / beta) in Ha: -0.1785 / -0.1784

***

Entry 6:
Density functional theory data (wB97M-V/def2-TZVPD) for a molecular structure, C17H12Cl3F5NO2OsS.

Geometry as ORCA input:
```
! wB97M-V def2-TZVPD RIJCOSX def2/J DEFGRID3
* xyz 1 5
Os -0.276 0.205 -0.398
C 0.623 -1.038 2.458
N -0.405 -1.327 1.438
C -1.751 -1.204 2.032
C -0.209 -2.670 0.847
C -0.495 -2.693 -0.629
C -0.703 -3.888 -1.301
C -0.839 -3.900 -2.681
C -0.764 -2.716 -3.418
C -0.589 -1.515 -2.768
C -0.471 -1.499 -1.367
H 0.571 -1.779 3.261
H 0.438 -0.053 2.886
H 1.609 -1.056 2.004
H -1.836 -1.853 2.909
H -2.502 -1.496 1.300
H -1.931 -0.173 2.334
H -0.827 -3.403 1.374
H 0.832 -2.957 1.006
H -0.747 -4.817 -0.746
H -1.001 -4.839 -3.192
H -0.856 -2.740 -4.495
H -0.558 -0.593 -3.336
F -7.452 -1.578 0.183
C -6.288 -0.988 -0.003
C -5.366 -1.531 -0.883
F -5.655 -2.643 -1.546
C -4.148 -0.905 -1.077
F -3.312 -1.444 -1.959
C -3.808 0.257 -0.397
S -2.325 1.195 -0.577
C -4.758 0.788 0.478
F -4.491 1.898 1.159
C -5.983 0.180 0.678
F -6.859 0.703 1.522
Cl 3.031 3.609 -0.594
C 1.970 2.273 -0.667
Cl 0.576 2.506 0.533
Cl 1.230 2.088 -2.283
C 2.606 0.901 -0.267
O 3.772 0.810 -0.053
O 1.717 -0.070 -0.213
*
```

## Properties
Maximum force in eV/Å: 0.76
LUMO energy (alpha / beta) in Ha: -0.1297 / -0.2247

***

Entry 7:
Density functional theory data (wB97M-V/def2-TZVPD) for a molecular structure, C17H12ClF6N4O5ReS2Se2.

Geometry as ORCA input:
```
! wB97M-V def2-TZVPD RIJCOSX def2/J DEFGRID3
* xyz 1 4
Re 0.655 -0.223 0.122
F -3.043 2.199 2.643
C -1.980 2.939 2.357
F -2.291 4.220 2.376
F -1.024 2.695 3.256
S -1.387 2.488 0.670
O -1.019 1.053 0.797
O -2.481 2.742 -0.202
N -0.180 3.420 0.443
S 1.344 3.127 0.334
O 2.030 4.160 -0.350
O 1.603 1.755 -0.140
C 1.982 3.087 2.071
F 1.569 1.950 2.647
F 1.508 4.117 2.751
F 3.300 3.118 2.051
Se 0.905 -3.868 1.399
Se -0.787 -3.736 -0.184
C 0.402 -3.138 -1.567
C 0.682 -3.983 -2.631
C 1.616 -3.590 -3.577
C 2.256 -2.370 -3.413
C 1.907 -1.586 -2.332
N 0.980 -1.945 -1.428
C 0.198 -2.569 2.623
C -0.085 -3.043 3.895
C -0.651 -2.194 4.835
C -0.937 -0.899 4.447
C -0.616 -0.513 3.158
N -0.033 -1.304 2.250
H 0.188 -4.942 -2.686
H 1.856 -4.236 -4.411
H 3.012 -2.023 -4.102
H 2.380 -0.621 -2.175
H 0.114 -4.080 4.124
H -0.880 -2.549 5.831
H -1.394 -0.180 5.112
H -0.807 0.500 2.848
O 2.193 -0.749 0.655
Cl -4.041 0.303 -3.259
C -2.366 0.656 -3.123
C -1.692 1.353 -4.114
C -0.342 1.610 -3.932
C 0.281 1.170 -2.780
N -0.381 0.501 -1.832
C -1.682 0.242 -1.994
H -2.218 1.688 -4.997
H 0.226 2.159 -4.669
H 1.326 1.386 -2.590
H -2.200 -0.294 -1.209
*
```

## Properties
ΔE to the lowest compared entry with this formula, charge and spin in kcal per mole: 0.0
Maximum force in eV/Å: 0.70
LUMO energy (alpha / beta) in Ha: -0.1303 / -0.1342

***

Entry 8:
Density functional theory data (wB97M-V/def2-TZVPD) for a molecular structure, C17H12I2NOPdTe2.

Geometry as ORCA input:
```
! wB97M-V def2-TZVPD RIJCOSX def2/J DEFGRID3
* xyz -1 1
Pd -0.842 2.243 1.046
I -3.939 1.887 -3.182
C -3.836 0.598 -1.508
C -4.574 -0.563 -1.451
C -4.459 -1.381 -0.345
I -5.667 -3.138 -0.297
C -3.570 -1.098 0.701
C -3.325 -1.928 1.816
C -2.383 -1.553 2.757
C -1.690 -0.365 2.599
N -1.900 0.443 1.557
C -2.824 0.108 0.617
C -2.975 1.017 -0.482
O -2.344 2.132 -0.553
H -5.234 -0.825 -2.263
H -3.870 -2.852 1.924
H -2.173 -2.188 3.605
H -0.960 -0.034 3.330
Te 0.897 3.736 2.116
C 3.495 2.190 0.040
Te 1.264 2.727 -0.373
C 1.308 0.511 -0.003
C 2.570 -0.011 -0.564
C 2.687 -1.267 -1.139
C 3.896 -1.694 -1.656
C 4.995 -0.847 -1.641
C 4.876 0.425 -1.113
C 3.681 0.852 -0.545
H 3.562 2.182 1.131
H 4.188 2.927 -0.361
H 0.413 0.062 -0.449
H 1.259 0.395 1.090
H 1.821 -1.915 -1.173
H 3.986 -2.687 -2.073
H 5.939 -1.180 -2.050
H 5.728 1.090 -1.107
*
```

## Properties
Maximum force in eV/Å: 1.87
LUMO energy in Ha: 0.0795

***

Entry 9:
Density functional theory data (wB97M-V/def2-TZVPD) for C17H13ClN4O3S in the gas phase.

Geometry as ORCA input:
```
! wB97M-V def2-TZVPD RIJCOSX def2/J DEFGRID3
* xyz 0 1
O -4.547 0.383 -1.781
C -3.464 0.496 -1.713
N -2.744 -0.610 -1.353
C -1.251 -0.748 -1.106
C -0.531 0.152 -0.585
C 0.918 0.143 -0.133
C 1.675 -0.932 -0.487
S 3.181 -1.364 0.007
O 3.761 -0.105 0.272
O 3.831 -1.782 -1.123
N 3.136 -2.564 1.042
C 2.784 -2.129 2.356
N 1.852 -1.145 2.252
C 1.352 -0.911 3.576
C 1.449 -1.692 4.742
C 2.573 -2.632 4.597
N 3.046 -3.076 3.320
C 0.761 -2.177 -1.105
C -0.549 -2.036 -1.369
C -2.522 1.771 -1.820
C -1.630 1.794 -2.975
C -1.141 3.071 -3.121
C -1.474 4.039 -2.460
C -2.481 4.037 -1.329
C -2.968 2.936 -1.160
Cl -4.145 2.742 0.202
H -3.188 -1.561 -1.309
H -0.975 1.160 -0.234
H 1.285 0.928 0.405
H 3.702 -3.367 1.119
H 0.645 -0.035 3.740
H 1.162 -1.436 5.798
H 2.962 -3.286 5.495
H 1.309 -2.968 -1.167
H -1.074 -2.712 -1.943
H -1.381 0.931 -3.482
H -0.492 3.160 -3.771
H -1.092 4.981 -2.687
H -2.560 5.171 -0.738
*
```

## Properties
Structure (SMILES): O=C(Nc1ccc(S(=O)(=O)Nc2ncccn2)cc1)c1ccccc1Cl
Maximum force in eV/Å: 14.37
LUMO energy in Ha: -0.0225

***

Entry 10:
Density functional theory data (wB97M-V/def2-TZVPD) for a molecular structure, C17H13CrN4S2.

Geometry as ORCA input:
```
! wB97M-V def2-TZVPD RIJCOSX def2/J DEFGRID3
* xyz 1 5
Cr -0.202 -0.103 0.507
N -0.015 -3.366 -0.231
C 1.222 -2.747 -0.181
C 2.352 -3.562 -0.354
C 3.600 -2.992 -0.320
C 3.724 -1.618 -0.111
C 2.576 -0.890 0.053
N 1.337 -1.434 0.019
C -1.311 -2.908 -0.097
C -2.347 -3.845 -0.242
C -3.648 -3.422 -0.134
C -3.919 -2.075 0.119
C -2.856 -1.226 0.258
N -1.569 -1.625 0.147
H 0.043 -4.358 -0.392
H 2.229 -4.625 -0.510
H 4.478 -3.608 -0.453
H 4.686 -1.132 -0.074
H 2.607 0.179 0.231
H -2.111 -4.882 -0.435
H -4.456 -4.132 -0.243
H -4.928 -1.706 0.216
H -2.998 -0.174 0.484
S -0.440 0.602 2.924
C -0.241 2.030 1.994
N -0.076 1.956 0.674
C 0.067 3.208 0.091
C 0.256 3.466 -1.263
C 0.380 4.780 -1.671
C 0.318 5.829 -0.750
C 0.132 5.582 0.597
C 0.008 4.262 1.009
S -0.231 3.636 2.620
H 0.302 2.653 -1.977
H 0.527 5.002 -2.719
H 0.418 6.848 -1.096
H 0.084 6.396 1.307
*
```

## Properties
Maximum force in eV/Å: 0.72
LUMO energy (alpha / beta) in Ha: -0.1136 / -0.1200

***

Entry 11:
Density functional theory data (wB97M-V/def2-TZVPD) for a molecular structure, C17H13F6MnO8S.

Geometry as ORCA input:
```
! wB97M-V def2-TZVPD RIJCOSX def2/J DEFGRID3
* xyz -1 2
Mn -0.097 -0.287 0.007
O 5.013 -3.662 0.227
C 4.001 -3.019 0.171
C 2.575 -3.591 0.043
O 2.291 -4.763 -0.017
C 1.727 -2.394 0.021
C 2.478 -1.240 0.111
O 1.795 -0.136 0.082
C 3.905 -1.485 0.211
O 4.836 -0.714 0.309
O 0.454 -2.218 -0.063
C -3.696 -2.509 0.937
C -2.449 -1.655 1.210
O -1.827 -1.403 0.031
C -1.548 -2.445 2.210
F -0.441 -1.752 2.555
F -2.175 -2.740 3.372
F -1.170 -3.611 1.694
C -2.954 -0.374 1.954
F -3.791 0.319 1.166
F -1.976 0.459 2.354
F -3.657 -0.666 3.075
H -3.378 -3.432 0.459
H -4.349 -1.955 0.267
H -4.240 -2.748 1.850
O -1.097 0.838 -0.133
C 4.087 1.603 5.279
C 3.366 1.903 3.992
C 2.047 2.344 3.993
C 1.381 2.605 2.802
C 2.052 2.431 1.604
C 3.366 1.997 1.574
C 4.014 1.735 2.768
S 1.152 2.805 0.101
C 1.426 4.611 0.204
O 1.881 2.426 -1.133
H 3.444 1.780 6.140
H 4.975 2.228 5.384
H 4.411 0.561 5.308
H 1.526 2.476 4.934
H 0.349 2.938 2.813
H 3.867 1.853 0.624
H 5.039 1.385 2.746
H 2.308 4.837 0.798
H 0.549 5.113 0.610
H 1.583 4.910 -0.830
*
```

## Properties
ΔE to the lowest compared entry with this formula, charge and spin in kcal per mole: 50.5
Maximum force in eV/Å: 3.37
LUMO energy (alpha / beta) in Ha: 0.0469 / 0.0749